Entry from the OMol25 dataset: a cluster of 2 separate species, H2N2O4S in total in a non-equilibrium geometry (ωB97M-V/def2-TZVPD).

The geometry in XYZ format:
```
9
Properties=species:S:1:pos:R:3:lowdin_charge:R:1
N -0.590 1.639 0.200 -0.228
N 2.326 2.401 1.569 -0.533
O 1.606 2.025 2.453 0.054
O 3.493 2.756 1.645 0.082
O 1.878 2.252 0.372 0.041
O -2.486 0.259 0.900 -0.434
S -1.089 0.323 0.771 0.971
H -1.129 2.398 0.098 0.008
H 0.854 1.924 0.274 0.039
```

Results
Calculated total energy, a.u.: -809.68239
Molar mass, g/mol: 126.09
Gap between HOMO and LUMO, hartree: 0.3271
Lowest unoccupied orbital energy, eV: -1.833
Highest occupied orbital energy, eV: -10.7

***

Entry from the OMol25 dataset: a structure of composition H2N2O4S in a non-equilibrium geometry (ωB97M-V/def2-TZVPD).

The geometry in XYZ format:
```
9
Properties=species:S:1:pos:R:3:lowdin_charge:R:1
N 0.209 0.229 0.387 0.010
N -3.307 1.183 -0.017 -0.404
O -3.510 1.613 -1.058 0.152
O -3.475 1.519 1.081 0.142
O -2.506 -1.417 -1.470 -0.376
O -2.555 -1.436 1.037 -0.378
S -2.200 -0.791 -0.203 0.827
H 0.809 -0.667 0.254 0.025
H 0.376 0.419 1.411 0.003
```

Results
Calculated total energy, a.u.: -809.61898
Molar mass, g/mol: 126.09
<S²>: 2.02
Gap between HOMO and LUMO (alpha / beta), hartree: 0.3544 / 0.3023
Lowest unoccupied orbital energy (alpha / beta), eV: -0.053 / -2.826
Highest occupied orbital energy (alpha / beta), eV: -9.7 / -11.1
2S+1: 3

***

Entry from the OMol25 dataset: a cluster of 2 separate species, H2N3 in total in a non-equilibrium geometry (ωB97M-V/def2-TZVPD).

The geometry in XYZ format:
```
5
Properties=species:S:1:pos:R:3:lowdin_charge:R:1
N -1.599 -0.687 -0.640 0.401
N -0.671 -0.168 -0.314 -0.158
N 0.433 0.234 0.021 0.096
H 0.590 0.988 1.328 0.452
H 1.246 -0.367 -0.395 0.208
```

Results
Calculated total energy, a.u.: -165.01184
Molar mass, g/mol: 44.04
Gap between HOMO and LUMO, hartree: 0.3842
Lowest unoccupied orbital energy, eV: -7.562
Highest occupied orbital energy, eV: -18.0
Total charge: +1

***

Entry from the OMol25 dataset: the ion H2N3O2 with charge -1 in a non-equilibrium geometry (ωB97M-V/def2-TZVPD).

The geometry in XYZ format:
```
7
Properties=species:S:1:pos:R:3:lowdin_charge:R:1
N 0.036 -0.514 -0.450 -0.082
N -1.295 -0.945 -0.188 -0.091
N -2.138 -0.006 -0.003 -0.601
O -1.809 1.217 -0.098 -0.169
O -3.325 -0.344 0.142 -0.144
H 0.594 -0.685 0.287 -0.055
H 0.046 0.703 -0.255 0.141
```

Results
Calculated total energy, a.u.: -315.82963
Molar mass, g/mol: 76.03
Gap between HOMO and LUMO, hartree: 0.3087
Lowest unoccupied orbital energy, eV: 5.065
Highest occupied orbital energy, eV: -3.3
Total charge: -1
SMILES: NN=[N+]([O-])[O-]

***

Entry from the OMol25 dataset: a cluster of 3 separate species, H2N3O2S in total in a non-equilibrium geometry (ωB97M-V/def2-TZVPD).

The geometry in XYZ format:
```
8
Properties=species:S:1:pos:R:3:lowdin_charge:R:1
N 0.104 -1.193 -1.866 0.019
N -0.820 -0.749 -1.416 0.016
N -0.190 0.793 0.000 -0.446
O 1.165 1.007 -0.312 -0.137
O -0.722 1.864 0.158 -0.096
S 0.046 -0.627 1.979 0.036
H -1.099 -1.276 2.124 -0.418
H 1.515 0.181 -0.665 0.026
```

Results
Calculated total energy, a.u.: -714.08534
Molar mass, g/mol: 108.10
Gap between HOMO and LUMO (alpha / beta), hartree: 0.2580 / 0.2579
Lowest unoccupied orbital energy (alpha / beta), eV: 4.272 / 4.271
Highest occupied orbital energy (alpha / beta), eV: -2.7 / -2.7
Total charge: -1

***

Entry from the OMol25 dataset: the ion H2N3O3P with charge -2 in a non-equilibrium geometry (ωB97M-V/def2-TZVPD).

The geometry in XYZ format:
```
9
Properties=species:S:1:pos:R:3:lowdin_charge:R:1
H -2.567 -0.559 -0.952 -0.032
N -1.626 -0.317 -0.590 -0.162
N -1.173 -1.178 0.201 -0.470
N -0.129 -1.217 0.889 -0.188
P 1.325 0.187 0.330 0.240
O 1.920 -0.057 -1.021 -0.483
O 2.304 0.684 1.444 -0.547
O 0.280 1.438 0.170 -0.314
H -0.335 1.018 -0.472 -0.045
```

Results
Calculated total energy, a.u.: -732.52093
Molar mass, g/mol: 123.01
Gap between HOMO and LUMO, hartree: 0.2205
Lowest unoccupied orbital energy, eV: 7.696
Highest occupied orbital energy, eV: 1.7
Total charge: -2
SMILES: [H]/N=N/N=P([O-])([O-])O

***

> Look up the molar mass of the first one.

126.09 g/mol

***

> Which formula does entry 2 have?

H2N2O4S